w | This record from the Open Molecules 2025 dataset describes 2 unconnected molecules or ions with the total composition C4H2F2O. The level of theory is the ωB97M-V functional and the def2-TZVPD basis.

Properties
E_LUMO (spin up / spin down) = -2.86 / -2.86 eV
Kohn-Sham gap (spin up / spin down) = 7.3 / 7.3 eV

Structure (XYZ):
```
9
Properties=species:S:1:pos:R:3:mulliken_charge:R:1
C -1.59 0.72 -1.64 -0.073
C -0.92 0.28 -0.65 0.313
C -0.20 -0.96 -0.04 0.022
C -0.34 0.34 0.65 0.134
O 1.87 1.37 0.51 -0.614
F -0.87 -2.04 0.20 -0.201
F -1.03 0.72 1.69 -0.139
H 0.69 -1.24 -0.57 0.286
H 2.40 0.81 -0.13 0.272
```

***

x | This record from the Open Molecules 2025 dataset describes C4H2F2O in the gas phase. The level of theory is the ωB97M-V functional and the def2-TZVPD basis.

Properties
E_LUMO = 0.02 eV
Kohn-Sham gap = 9.3 eV

Structure (XYZ):
```
9
Properties=species:S:1:pos:R:3:mulliken_charge:R:1
C -0.77 1.29 -0.95 -0.786
C -0.87 -0.02 -0.85 0.160
C -0.36 -1.19 -0.34 -0.099
C 0.04 0.86 0.14 0.953
O 1.32 0.99 0.08 -0.425
F -1.15 -1.88 0.51 -0.211
F -0.52 1.14 1.42 -0.261
H 0.49 -1.86 -0.84 0.295
H 1.81 0.67 0.85 0.373
```

***

y | This record from the Open Molecules 2025 dataset describes 2 unconnected molecules or ions with the total composition C4H2F2O. The level of theory is the ωB97M-V functional and the def2-TZVPD basis.

Properties
E_LUMO (spin up / spin down) = -2.67 / -2.67 eV
Kohn-Sham gap (spin up / spin down) = 7.6 / 7.6 eV

Structure (XYZ):
```
9
Properties=species:S:1:pos:R:3:mulliken_charge:R:1
C -2.04 -1.23 0.76 -0.124
C -1.06 -0.61 0.24 0.023
C -0.21 0.31 -0.42 -0.240
C 0.42 -0.96 -0.21 0.658
O 0.71 1.92 0.95 -0.621
F 1.28 -1.24 0.74 -0.170
F 0.55 -1.84 -1.19 -0.204
H -0.36 0.99 -1.23 0.406
H 0.72 2.67 0.36 0.273
```

***

Pick x: it beats the second-best structure by 300.7 kJ/mol.

***

w | This record from the Open Molecules 2025 dataset describes C3H4NP in the gas phase. The level of theory is the ωB97M-V functional and the def2-TZVPD basis.

Properties
E_LUMO (spin up / spin down) = -0.72 / -0.70 eV
Kohn-Sham gap (spin up / spin down) = 8.1 / 8.1 eV

Structure (XYZ):
```
9
Properties=species:S:1:pos:R:3:mulliken_charge:R:1
C -1.30 -0.12 -0.25 -0.067
C -0.89 1.11 -0.29 -0.551
C 0.83 -0.97 -0.07 -0.181
N -0.42 -1.16 0.02 -0.525
P 1.78 0.69 -0.09 -0.017
H -2.24 -0.60 -0.32 0.439
H -0.94 2.12 -0.50 0.406
H 1.61 -1.64 0.12 0.418
H 1.58 0.58 1.39 0.079
```

***

x | This record from the Open Molecules 2025 dataset describes C3H4NP in the gas phase. The level of theory is the ωB97M-V functional and the def2-TZVPD basis.

Properties
E_LUMO = -0.19 eV
SMILES string = C1=NCC=P1
Kohn-Sham gap = 9.3 eV

Structure (XYZ):
```
9
Properties=species:S:1:pos:R:3:mulliken_charge:R:1
C 0.30 -1.17 0.02 -0.155
C 0.95 1.14 0.00 -0.133
C -0.83 -0.21 -0.01 -0.526
N -0.36 1.13 0.01 -0.440
P 1.84 -0.43 0.02 -0.142
H 0.01 -2.15 0.07 0.421
H 1.30 2.18 -0.04 0.410
H -1.49 -0.22 -0.87 0.290
H -1.71 -0.27 0.80 0.275
```

***

Pick x: it beats the second-best structure by 303.7 kJ/mol.